C6H14N2O | ωB97M-V with the def2-TZVPD basis set

```
23
Properties=species:S:1:pos:R:3:forces:R:3:mulliken_charge:R:1
H 1.916 2.308 0.559 -0.11 0.02 -0.01 0.251
C 0.866 0.827 1.459 -0.48 -0.15 0.05 -0.192
C -0.366 0.368 1.710 0.45 0.20 0.07 -0.367
H -3.232 0.065 -0.182 -0.04 0.03 0.03 0.316
H 1.178 0.976 -1.539 -0.21 0.04 0.05 0.487
H -3.105 -0.716 -1.758 -0.11 -0.04 -0.03 0.328
O -0.213 -0.507 -1.201 0.05 -0.71 -0.08 -0.268
H -1.256 -1.134 2.753 0.16 -0.01 -0.06 0.217
H -2.377 -1.473 -0.332 -0.03 -0.03 0.06 0.289
N 1.181 2.178 1.240 0.08 0.31 0.03 -0.600
N -0.680 -0.985 1.934 -0.11 -0.32 -0.01 -0.388
C 2.080 -1.087 -1.576 -0.29 0.13 -0.05 -1.214
H 2.334 -1.188 -2.637 0.04 -0.08 -0.02 0.297
H -1.215 1.038 1.751 -0.05 0.10 -0.06 0.330
H 1.752 -2.060 -1.212 0.03 -0.06 0.01 0.300
C -2.573 -0.521 -0.822 0.31 -0.06 -0.17 -1.138
C 1.012 -0.076 -1.336 0.95 0.16 -0.06 -0.105
H -1.247 1.270 -1.180 0.21 0.01 -0.02 0.450
C -1.289 0.196 -1.041 -0.97 0.58 0.18 -0.064
H 1.721 0.168 1.495 0.05 -0.11 0.01 0.311
H 2.995 -0.812 -1.049 0.06 -0.02 0.02 0.329
H 0.144 -1.571 1.965 -0.10 -0.01 0.08 0.188
H 0.372 2.734 0.997 0.10 0.02 -0.04 0.243
```
Forces are in eV/Å.

The value obtained for the highest occupied orbital energy (alpha / beta) is -6.51 / -6.42 eV. Its spin multiplicity is 1. The relative energy (zero: lowest compared OMol25 entry of this formula, charge and spin) is 485.46 kJ/mol. The HOMO-LUMO gap (alpha / beta) comes out at 7.65 / 7.56 eV.



C3H5ClNO2P | ωB97M-V with the def2-TZVPD basis set

```
13
Properties=species:S:1:pos:R:3:forces:R:3:mulliken_charge:R:1
O 1.738 2.023 -0.276 0.41 -0.17 -0.42 -0.680
O -1.199 -1.224 -0.175 -1.60 0.42 0.33 -0.165
Cl -3.487 0.180 -0.580 -0.62 0.31 -0.53 -0.096
C 0.966 -0.221 -0.582 -0.15 0.18 0.09 -0.386
C 0.183 -1.302 0.153 1.26 -0.03 0.01 -0.521
C 0.871 1.193 -0.009 0.71 0.38 -0.26 0.390
N -0.139 1.465 0.780 -2.95 -1.91 0.78 -0.529
H 2.025 -0.490 -0.601 -0.07 -0.01 0.01 0.327
H 0.320 -1.197 1.230 0.03 -0.10 0.07 0.406
H 0.623 -0.167 -1.618 0.07 -0.11 -0.02 0.231
H -0.230 2.426 1.078 0.08 0.09 -0.06 0.209
P -2.190 -0.394 0.773 2.99 0.83 -0.13 0.504
H 0.518 -2.292 -0.172 -0.16 0.13 0.13 0.310
```
Forces are in eV/Å.

The value obtained for the highest occupied orbital energy (alpha / beta) is -8.54 / -8.54 eV. Its spin multiplicity is 1. The relative energy (zero: lowest compared OMol25 entry of this formula, charge and spin) is 193.99 kJ/mol. The HOMO-LUMO gap (alpha / beta) comes out at 6.67 / 6.67 eV.



no.,electronic energy (eV)
1,-11472.739
2,-30587.330